Record 1
{
  "formula": "C27H21CaClO7PS",
  "method": "ωB97M-V/def2-TZVPD",
  "largest_force_ev_per_a": 0.5,
  "gap_ev": 7.790,
  "e_homo_ev": -5.17,
  "spin_multiplicity": 1,
  "energy_ev": -93766.00127,
  "e_lumo_ev": 2.6,
  "total_charge": -1,
  "species": ["Ca", "Cl", "C", "C", "C", "C", "O", "C", "C", "O", "C", "H", "H", "H", "H", "O", "S", "O", "O", "C", "C", "C", "C", "C", "C", "P", "C", "C", "C", "C", "C", "C", "C", "C", "C", "C", "C", "C", "H", "H", "H", "H", "H", "H", "H", "H", "H", "H", "H", "H", "H", "H", "C", "C", "O", "O", "H", "H", "H"],
  "positions_angstrom": [[-0.017, -2.042, 0.624], [-1.985, -2.348, 7.854], [-1.786, -1.967, 6.159], [-1.818, -0.626, 5.745], [-1.669, -0.311, 4.426], [-1.463, -1.304, 3.409], [-1.333, -0.951, 2.198], [-1.439, -2.666, 3.871], [-1.283, -3.806, 3.010], [-1.097, -3.844, 1.797], [-1.604, -2.958, 5.241], [-1.963, 0.154, 6.482], [-1.691, 0.721, 4.100], [-1.358, -4.771, 3.548], [-1.583, -3.993, 5.560], [-0.600, -3.426, -3.389], [-0.193, -2.637, -2.258], [-1.268, -1.973, -1.501], [0.676, -3.323, -1.290], [0.802, -1.301, -2.941], [1.595, -1.682, -4.016], [2.435, -0.779, -4.643], [2.472, 0.531, -4.194], [1.677, 0.914, -3.126], [0.826, 0.016, -2.472], [-0.153, 0.607, -1.016], [-1.739, 1.107, -1.767], [-2.857, 1.075, -0.938], [-4.099, 1.460, -1.421], [-4.236, 1.868, -2.739], [-3.129, 1.888, -3.576], [-1.885, 1.510, -3.092], [0.656, 2.206, -0.658], [0.085, 3.453, -0.891], [0.759, 4.613, -0.527], [2.011, 4.536, 0.063], [2.586, 3.294, 0.299], [1.912, 2.135, -0.048], [1.533, -2.706, -4.361], [3.048, -1.099, -5.476], [3.116, 1.260, -4.669], [1.724, 1.941, -2.789], [-2.748, 0.730, 0.085], [-4.963, 1.427, -0.769], [-5.208, 2.158, -3.120], [-3.235, 2.192, -4.610], [-1.024, 1.517, -3.750], [-0.891, 3.524, -1.355], [0.301, 5.578, -0.708], [2.536, 5.441, 0.345], [3.561, 3.226, 0.765], [2.349, 1.160, 0.144], [4.021, -1.679, 1.946], [2.561, -1.691, 1.526], [2.228, -1.059, 0.488], [1.736, -2.320, 2.240], [4.664, -1.528, 1.081], [4.274, -2.602, 2.463], [4.173, -0.850, 2.639]],
  "atomic_forces_ev_per_a": [[-0.0510, 0.1259, 0.4824], [-0.0083, -0.0128, 0.0757], [0.0114, -0.0598, -0.0329], [0.0029, 0.0127, -0.0577], [-0.0151, 0.0454, -0.0243], [-0.0713, -0.0044, 0.1388], [0.1458, -0.1807, -0.2343], [-0.0140, 0.1525, 0.0629], [-0.0214, -0.1649, -0.0296], [0.1029, 0.2239, 0.0164], [-0.0042, 0.0290, -0.0123], [0.0002, -0.0013, 0.0101], [0.0064, -0.0048, -0.0121], [-0.0102, -0.0022, -0.0422], [0.0006, -0.0066, 0.0029], [-0.0663, -0.0247, 0.1039], [0.0065, 0.2219, -0.0040], [-0.0849, 0.0799, -0.1452], [0.1520, 0.0002, -0.1554], [-0.0692, -0.1923, -0.0828], [0.0506, -0.0504, -0.0710], [-0.0216, -0.0040, 0.0351], [-0.0153, -0.0028, 0.0240], [0.0046, -0.0089, -0.0572], [0.0721, 0.2621, -0.0119], [-0.0011, -0.4438, 0.0462], [0.0137, 0.0334, -0.0284], [-0.0013, 0.0233, -0.0038], [-0.0075, -0.0074, 0.0310], [-0.0023, 0.0052, -0.0163], [-0.0057, 0.0010, -0.0169], [0.0119, -0.0098, 0.0268], [0.0050, 0.0489, -0.0123], [0.0027, -0.0456, 0.0197], [-0.0141, 0.0222, -0.0047], [0.0105, 0.0184, 0.0007], [0.0001, -0.0152, 0.0083], [0.0078, 0.0187, 0.0047], [-0.0037, 0.0004, 0.0065], [0.0051, 0.0094, -0.0065], [0.0032, -0.0038, -0.0048], [-0.0112, -0.0091, -0.0090], [-0.0025, -0.0076, 0.0070], [-0.0044, 0.0002, -0.0015], [-0.0008, 0.0004, 0.0021], [-0.0001, -0.0017, 0.0001], [-0.0045, 0.0039, -0.0035], [-0.0039, -0.0098, -0.0059], [0.0070, 0.0013, -0.0001], [-0.0056, 0.0038, -0.0026], [0.0033, 0.0035, 0.0008], [0.0020, 0.0017, 0.0310], [-0.0728, 0.0296, -0.0092], [0.0425, -0.0270, 0.1398], [-0.0769, 0.0390, -0.0923], [0.0058, -0.1161, -0.0863], [0.0021, -0.0020, -0.0005], [-0.0028, -0.0046, -0.0007], [-0.0044, 0.0058, 0.0013]],
  "lowdin_charge": [1.399, 0.597, -0.689, -0.116, -0.011, -0.383, -0.180, -0.132, -0.218, -0.077, -0.085, 0.098, 0.110, 0.123, 0.106, -0.302, 0.437, -0.447, -0.412, -0.241, -0.064, -0.079, -0.081, -0.090, -0.304, 1.105, -0.376, -0.087, -0.084, -0.099, -0.089, -0.081, -0.371, -0.084, -0.096, -0.104, -0.084, -0.093, 0.111, 0.100, 0.099, 0.098, 0.103, 0.100, 0.095, 0.097, 0.104, 0.098, 0.096, 0.094, 0.100, 0.087, -0.011, -0.731, -0.153, -0.119, 0.071, 0.071, 0.076]
}

=====

Record 2
{
  "formula": "C11H11ClN2O",
  "method": "ωB97M-V/def2-TZVPD",
  "largest_force_ev_per_a": 6.4,
  "gap_ev": [9.319, 6.235],
  "e_homo_ev": [-9.26, -7.37],
  "spin_multiplicity": 1,
  "energy_ev": -29128.81386,
  "e_lumo_ev": [0.1, -1.1],
  "species": ["C", "C", "C", "C", "C", "C", "C", "C", "C", "C", "C", "N", "N", "O", "Cl", "H", "H", "H", "H", "H", "H", "H", "H", "H", "H", "H"],
  "positions_angstrom": [[-3.669, -0.610, 1.010], [-2.482, -1.252, 1.322], [-3.705, 0.406, 0.156], [-1.314, -0.802, 0.714], [-2.613, 0.833, -0.562], [-1.413, 0.147, -0.322], [1.135, 0.629, 1.010], [1.951, 0.579, 2.004], [-0.186, 0.521, -1.047], [2.114, 1.103, -1.209], [2.987, -0.129, -1.674], [0.986, 0.639, -0.320], [3.416, -1.065, -0.687], [-0.197, 0.916, -2.150], [4.538, -0.437, 0.298], [-4.484, -0.902, 1.626], [-2.476, -1.982, 1.968], [-4.663, 0.713, -0.094], [-0.489, -1.500, 0.853], [-2.469, 1.678, -1.247], [2.976, 0.072, 1.907], [1.701, 1.127, 2.984], [2.857, 1.701, -0.529], [1.827, 1.776, -1.917], [2.546, -0.572, -2.452], [3.841, 0.483, -2.126]],
  "atomic_forces_ev_per_a": [[1.2117, -2.0043, 2.4521], [0.4594, 4.4909, -3.3828], [-0.3611, 1.3127, -1.9843], [-1.1052, -1.6976, -0.9002], [2.2988, -0.3285, -0.1181], [0.3396, -0.4119, 1.5103], [-1.2959, 0.5135, -0.6584], [1.8246, 0.1469, 1.9253], [-0.9761, 0.2923, 3.2493], [3.0557, -1.8142, 5.3228], [2.1781, 4.2720, 1.2421], [1.7883, 0.3457, -0.9848], [-1.1797, -0.3828, -0.8065], [-0.3923, 0.6369, -4.0898], [1.2414, 0.4461, 0.6174], [-1.1046, -0.1257, -0.1450], [0.1712, -3.8601, 3.4113], [-1.6086, 1.3837, -0.3241], [0.4834, 0.8326, -0.1031], [-0.9955, -0.4361, 0.0992], [-1.4694, 0.8031, 0.4847], [0.3813, -1.1683, -1.4845], [-1.5509, -1.0407, -0.8122], [-1.0050, 1.1615, -2.2752], [-1.9336, -2.2934, -2.7168], [-0.4555, -1.0745, 0.4714]],
  "lowdin_charge": [-0.087, -0.044, -0.097, -0.015, 0.017, -0.130, -0.115, -0.043, -0.435, -0.088, -0.322, -0.019, -0.429, 0.129, 0.692, 0.106, 0.053, 0.091, 0.123, 0.130, -0.006, 0.084, 0.138, 0.079, 0.058, 0.128]
}

=====

Question: What is the formula in the second record?
Answer: C11H11ClN2O